No. 1
The following is a DFT calculation (the ωB97M-V functional and the def2-TZVPD basis) of a structure of composition C42H52N3O5S3W.

The net charge is +1. The value obtained for the lowest unoccupied orbital energy is -4.5 eV.

XYZ file:
```
106
Properties=species:S:1:pos:R:3:forces:R:3
W -0.030372 -0.057152 0.975999 0.1 2.0 0.1
S 0.409520 2.351051 1.458368 0.1 -0.4 -0.3
S -0.569418 4.782721 0.269315 0.1 0.2 0.0
S 2.540126 1.586289 -0.902662 -0.4 0.1 -0.4
O 1.682165 2.585051 -1.472515 -0.2 0.1 0.1
O 1.919897 -3.014747 0.602508 0.1 0.0 0.4
O 1.471513 -1.070166 1.656094 -0.1 -0.5 0.4
O 3.551109 1.017674 -1.748752 0.0 -0.2 0.1
O -0.423142 -1.436709 -0.196065 -0.4 -0.8 -0.5
N -1.030581 1.022556 -0.774893 0.3 0.3 0.3
N -1.180063 2.404625 -0.714992 -0.4 0.1 -0.1
N 1.575278 0.321547 -0.391358 0.9 -0.5 0.0
C 2.650396 6.353414 -2.524041 0.0 0.0 0.0
C 1.492802 6.210928 -1.775670 0.0 0.0 0.0
C -4.255921 -2.086571 2.289397 0.0 0.0 0.1
C 2.760441 5.732298 -3.762674 0.0 0.0 0.0
C -0.522676 3.041578 0.163178 0.0 -0.2 0.2
C -1.075120 -1.512380 2.653862 -0.1 0.2 0.3
C -1.194076 -2.576967 -4.046775 0.0 0.0 0.0
C -0.840550 5.308617 -1.460352 0.1 -0.1 0.2
C -1.483370 1.605877 -3.064941 0.0 0.0 0.0
C -1.589361 -2.825123 4.620742 -0.2 0.1 0.0
C -1.222714 0.590557 -1.993656 0.0 0.0 0.0
C -0.779556 -2.872032 3.310472 0.1 -0.2 -0.3
C 0.699566 -3.072054 3.682370 0.0 0.0 0.0
C -2.095624 0.434726 1.971105 -0.1 -0.3 0.4
C -3.016616 -2.820126 0.197964 0.0 0.1 0.0
C 3.796506 1.557694 1.554712 0.2 0.0 0.0
C 1.704672 4.975380 -4.246902 0.0 0.0 0.0
C 1.923819 -1.820567 0.603037 0.7 -0.2 -0.5
C 2.311396 -0.953739 -0.553924 -0.3 0.3 0.2
C 4.125304 4.309457 1.572644 0.1 0.0 0.0
C 3.374821 2.321964 0.479679 -0.3 -0.1 0.1
C -0.121092 2.419989 4.689610 -0.1 -0.1 0.0
C -0.607382 -1.770178 -1.484254 0.0 0.3 -0.2
C -0.476396 -0.360610 3.300411 -0.3 0.1 -0.1
C -3.328049 -1.639205 1.142952 0.2 -0.1 -0.3
C -1.182891 -4.111653 2.509971 0.0 0.0 0.0
C -1.417894 1.931368 4.030514 0.2 0.3 -0.2
C -1.225821 0.792037 3.046156 -0.2 -0.1 0.2
C -2.279085 1.263778 5.122603 -0.1 -0.1 0.1
C 4.523902 3.570141 2.685306 0.0 0.0 0.0
C -4.096973 -0.595674 0.314533 -0.1 0.0 0.1
C 5.118575 4.254794 3.887169 0.0 0.0 -0.1
C -0.623549 -3.476422 -3.151069 0.0 0.0 0.0
C -1.100997 -0.819319 -2.372609 0.1 0.1 0.0
C -2.114540 -0.998564 1.824619 -0.5 0.1 0.6
C -0.341701 -3.075827 -1.861318 0.1 -0.2 0.1
C -1.417764 -1.271205 -3.663234 0.0 0.0 -0.1
C 0.430324 5.449053 -2.255364 0.0 0.0 0.0
C 0.545426 4.838317 -3.496261 0.0 0.0 0.0
C 3.550357 3.697591 0.473125 -0.1 0.1 -0.1
C 4.365771 2.185773 2.652503 0.0 0.0 0.0
C -2.216529 3.095091 3.432999 0.0 -0.1 0.1
H 3.209828 4.275988 -0.379381 0.0 0.0 0.1
H 0.087642 -3.750192 -1.130481 0.0 0.0 0.0
H -3.157923 0.768861 4.698594 0.0 0.0 0.0
H 3.664351 5.842834 -4.348548 0.0 0.0 0.0
H -0.595126 2.239792 -3.133133 0.0 0.0 0.0
H 1.412878 6.686597 -0.803692 0.0 0.0 0.0
H -0.278362 4.246439 -3.881620 0.0 0.1 0.0
H -0.618916 -4.172492 1.577639 0.0 0.0 0.0
H -1.454285 -2.893761 -5.047547 0.0 0.0 0.0
H -0.376867 3.115897 5.490820 0.0 -0.1 0.0
H -4.853630 -1.117003 -0.272559 0.0 0.0 0.0
H -2.880158 1.079685 1.620026 0.2 0.2 -0.4
H -4.620490 0.132407 0.938953 0.0 0.0 0.0
H 3.695424 0.481957 1.551415 -0.1 -0.1 0.0
H -3.244746 2.794881 3.212651 0.0 0.0 0.0
H 0.758890 -3.932191 4.352303 0.0 0.0 0.0
H 1.145148 -2.223701 4.201782 0.0 0.0 0.0
H -4.311408 -1.325690 3.073435 -0.1 0.0 0.0
H -1.236952 -2.030630 5.283468 0.0 0.0 0.0
H 1.785597 4.483509 -5.208376 0.0 0.0 0.0
H -1.857246 -0.598593 -4.382217 0.0 0.0 0.0
H 4.694535 1.587087 3.494625 0.0 0.0 0.0
H -2.261646 3.908136 4.159389 0.0 0.0 0.0
H -3.004135 -2.486539 -0.839651 0.0 0.0 0.0
H 0.529435 2.937199 3.991453 0.0 0.0 0.0
H -1.340833 6.269908 -1.343665 -0.1 0.0 0.0
H 1.298569 -3.291332 2.806468 0.0 0.0 0.0
H 2.062055 -1.458890 -1.484327 0.0 -0.1 -0.1
H -0.926606 -4.993305 3.099718 0.0 0.0 0.0
H -3.925455 -3.019905 2.741944 0.0 0.0 0.0
H -1.705104 0.524254 5.686455 0.0 0.0 0.0
H 0.436533 1.591914 5.137090 0.0 0.1 0.0
H 3.467507 6.953878 -2.142388 0.0 0.0 0.0
H -2.061767 -3.285958 0.402474 0.0 0.0 0.0
H -1.533690 4.601326 -1.910685 0.0 0.1 0.0
H -1.676344 1.163543 -4.032074 0.0 0.0 0.0
H -5.261901 -2.240445 1.894963 0.0 0.0 0.0
H -2.310502 2.252371 -2.780839 0.0 0.0 0.0
H -2.654414 -2.668039 4.438841 0.1 0.0 0.1
H 6.108885 4.652315 3.654621 0.0 0.0 0.0
H -1.467438 -3.775267 5.142393 0.0 0.0 0.0
H -2.624591 2.031960 5.816175 0.0 0.0 0.0
H 0.231017 -0.444100 4.107134 0.3 0.0 -0.2
H 3.387486 -0.805419 -0.560421 0.1 -0.1 0.1
H 4.258307 5.386336 1.574515 0.0 0.0 0.0
H 4.495932 5.093325 4.203321 0.0 0.0 0.0
H -3.793654 -3.582027 0.286756 0.0 0.0 0.0
H -2.248643 -4.159754 2.297286 0.1 0.0 0.0
H -3.441155 -0.065995 -0.378464 0.0 0.0 0.0
H -0.411055 -4.492555 -3.456164 0.0 0.0 0.0
H 5.221437 3.564752 4.723429 0.0 0.0 0.0
H -1.760342 3.484467 2.525519 0.0 0.0 0.0
```
Forces are in eV/Å.

***

No. 2
The following is a DFT calculation (the ωB97M-V functional and the def2-TZVPD basis) of a structure of composition C42H52N8O4S6TeTi.

As for the spin multiplicity: 3. The net charge is -2. The value obtained for the lowest unoccupied orbital energy (spin up / spin down) is 3.9 / 3.6 eV.

XYZ file:
```
114
Properties=species:S:1:pos:R:3:forces:R:3
Te 2.082685 0.845451 -2.826109 0.0 0.0 0.0
Ti -0.518419 0.547098 0.199702 -0.5 0.3 -0.1
S -4.449648 2.484402 -0.336099 0.0 0.0 0.0
S -0.962290 0.359230 -3.822281 -0.1 0.0 0.1
S -5.063879 -1.091161 -4.931620 -0.1 0.0 0.0
S -2.889624 -0.510877 0.470933 0.1 0.1 0.0
S -3.828299 -1.344844 -2.230927 0.1 -0.1 0.0
S -5.019113 1.128233 -2.936886 -0.1 0.0 0.0
O -1.227009 1.953754 -0.877085 0.1 -0.2 0.0
O -1.850657 -0.121001 4.431042 0.0 0.0 0.2
O -0.529155 0.164178 2.224656 0.1 0.0 -0.3
O 0.379074 -0.376721 -0.836700 0.0 0.0 0.3
N 0.893529 1.956742 2.411110 0.0 0.0 0.0
N 0.589948 2.061522 1.064840 0.0 -0.1 0.0
N 3.999104 -2.072015 -0.011246 0.0 0.0 0.0
N 2.547262 -1.342677 1.717480 -0.1 -0.1 0.2
N -1.291929 -3.898502 2.820244 0.0 0.1 0.0
N -1.639078 -3.975412 0.516663 -0.2 0.0 -0.1
N 4.040990 0.126258 0.745301 0.1 0.0 0.0
N 0.393205 -3.259350 1.266201 0.5 0.1 0.2
C 2.643987 1.135974 -5.846994 0.0 0.1 0.0
C 3.482171 -1.115376 0.865294 0.0 0.0 -0.1
C 2.646513 1.762490 -7.087725 0.0 0.0 0.0
C 3.683251 -4.243714 3.707821 0.0 0.0 0.0
C 2.163313 3.059020 -7.213923 0.0 0.0 0.0
C 1.609678 0.864819 5.058958 0.0 0.0 0.0
C 2.175108 1.799121 -4.710693 0.0 0.0 0.0
C 0.431348 0.634650 4.359952 -0.1 0.0 0.0
C -0.519530 -1.362154 -4.107486 -0.1 0.0 0.0
C -3.083309 -3.926538 0.671365 0.0 0.0 -0.1
C 1.558015 -4.783002 2.754254 0.0 -0.1 0.0
C -0.783317 -3.692811 1.541839 -0.2 0.0 0.2
C -0.755209 3.102127 -1.342055 0.1 0.1 0.0
C 0.627091 0.028477 7.081554 0.0 0.0 0.0
C 0.770407 4.992617 -1.225012 0.0 0.0 0.0
C -4.287681 1.066207 -1.354240 0.0 0.0 0.0
C -3.687716 -0.094276 -1.011846 0.0 -0.1 0.0
C 0.341033 3.756960 -0.681672 0.0 0.0 0.0
C 2.646802 -5.147509 3.532235 0.0 0.0 0.0
C 1.692513 3.102541 -4.849337 0.0 0.1 0.0
C -1.346164 3.698140 -2.450053 -0.1 0.0 0.0
C 2.517359 -2.622981 2.288870 0.1 0.0 -0.1
C -1.967530 -5.121209 3.168338 0.0 0.0 0.0
C -0.789485 -3.119036 3.934715 0.0 0.0 -0.1
C 0.161396 5.570359 -2.325977 0.0 0.0 0.0
C 1.717022 0.568890 6.411199 0.0 0.0 0.0
C -4.683301 -0.474421 -3.435587 0.2 0.1 -0.1
C -1.134096 -3.763716 -0.831102 0.0 0.0 0.0
C 1.445167 -3.527388 2.142603 0.0 -0.1 -0.1
C 4.787059 0.578894 -0.404493 -0.1 0.0 0.0
C 3.123411 -3.103172 -0.525678 0.0 0.0 0.0
C 0.921702 3.246309 0.498281 -0.1 0.0 0.0
C -1.412436 0.808297 -5.510088 0.1 0.0 0.0
C 3.603578 -3.006044 3.085501 0.0 0.0 0.0
C -0.559916 -0.209270 6.403782 0.0 0.0 0.0
C -0.665438 0.095653 5.050440 -0.1 -0.1 0.0
C 5.401460 -2.401161 0.021921 0.0 0.0 0.0
C 0.281497 0.948924 2.925702 0.2 0.0 0.0
C 1.683087 3.723309 -6.092267 0.0 0.0 0.0
C -5.726918 1.853913 0.784721 0.0 0.0 0.0
C -0.908914 4.930595 -2.945970 0.0 -0.1 0.0
C 3.880777 1.106238 1.796976 0.0 0.0 0.0
H -5.344569 0.976441 1.304934 0.0 0.0 0.0
H 3.316982 1.969419 1.441460 0.0 0.0 0.0
H 4.868061 1.439859 2.144649 0.0 0.0 0.0
H -1.678894 -0.051198 3.461269 0.0 0.0 -0.1
H 0.231700 -1.432624 -4.896398 0.0 0.0 0.0
H 2.153207 3.544798 -8.182868 0.0 0.0 0.0
H -0.310289 -2.216539 3.558513 0.0 0.0 0.0
H 0.701300 -0.217040 8.135163 0.0 0.0 0.0
H 3.001319 0.116730 -5.756422 0.0 0.0 0.0
H 2.683741 -6.130917 3.987515 0.0 0.0 0.0
H -6.641435 1.612671 0.243465 0.0 0.0 0.0
H 5.573414 -3.329278 0.586388 0.0 0.0 0.0
H 4.544393 -4.495497 4.316107 0.0 0.0 0.0
H -2.247885 0.201921 -5.861823 0.0 0.0 0.0
H 3.325065 0.655993 2.613584 0.0 0.0 0.0
H 1.605777 3.880123 1.057343 0.0 0.0 0.0
H -5.928323 2.645928 1.506645 0.0 0.0 0.0
H -1.098286 -2.694439 -1.071506 0.0 0.0 0.0
H -3.513832 -3.266513 -0.079117 0.0 0.0 0.0
H -0.554499 0.693727 -6.177570 0.0 0.0 0.0
H 0.768277 -5.506630 2.579466 0.0 0.0 0.0
H -0.062345 -3.676899 4.536363 0.0 0.0 0.0
H 3.014811 1.231621 -7.958554 0.0 0.0 0.0
H 1.290510 4.730051 -6.178392 0.0 0.0 0.0
H 5.966929 -1.605666 0.502991 0.0 0.0 0.0
H -0.096528 -1.720978 -3.168537 0.0 0.0 0.0
H 3.208480 -4.041580 0.038160 0.0 0.0 0.0
H -2.935088 -4.927334 3.646471 0.0 0.0 0.0
H -1.355816 -5.704639 3.871270 0.0 0.0 0.0
H -1.424690 -0.628191 6.904924 0.0 0.0 0.0
H 2.445632 1.291463 4.519839 0.0 0.0 0.0
H -1.791527 -4.277839 -1.533625 0.0 0.0 0.0
H 2.088484 -2.762556 -0.475146 0.0 0.0 0.0
H 1.600771 5.497361 -0.739802 0.0 0.0 0.0
H -0.122549 -4.160604 -0.914144 -0.1 0.0 0.0
H 1.305159 3.630679 -3.982392 0.0 -0.1 0.0
H -3.527088 -4.923898 0.560021 0.0 0.0 0.0
H 4.643682 -0.096945 -1.242677 0.0 0.0 0.0
H 4.401306 -2.282444 3.215350 0.0 0.0 0.0
H 5.797478 -2.539581 -0.991521 0.0 0.0 0.0
H -1.626670 -2.820716 4.570623 0.0 0.0 0.0
H 3.385431 -3.296945 -1.570729 0.0 0.0 0.0
H 5.861521 0.655468 -0.183829 0.0 0.0 0.0
H -1.392307 5.371278 -3.810444 0.0 0.0 0.0
H -2.181221 3.177204 -2.910266 0.0 0.0 0.0
H 4.430537 1.569510 -0.696431 0.0 0.0 0.0
H -1.403327 -1.945686 -4.373529 0.0 0.0 0.0
H -2.137404 -5.727631 2.280501 0.0 0.0 0.0
H 0.518819 6.523547 -2.702277 0.0 0.0 0.0
H -3.348440 -3.520596 1.643748 0.0 0.0 0.0
H -1.707019 1.857967 -5.496538 0.0 0.0 0.0
H 2.648274 0.748936 6.934434 0.0 0.0 0.0
```
Forces are in eV/Å.

***

Asked for relative energy (zero: lowest compared OMol25 entry of this formula, charge and spin) across the records above, the calculation gives 54.7; 0.0 kJ/mol in order.